[1]
Computed, not measured: a structure of composition C8H10Cl2CuN2 in a non-equilibrium geometry, with ωB97M-V/def2-TZVPD.

Values from the calculation:
Kohn-Sham gap (alpha / beta) in eV: 9.457 / 5.958
ΔE to the lowest compared entry with this formula, charge and spin in kJ/mol: 73.8

```
! RIJCOSX wB97M-V def2-TZVPD def2/J DEFGRID3
* xyz 0 2
Cu -0.0787 0.8903 -0.4483
Cl -2.0571 2.3791 0.0170
Cl 1.5240 1.8142 -2.0646
N 0.3412 -1.3131 -2.2447
N 0.4537 1.7671 2.1279
C 1.5417 -0.0353 1.4780
C 0.3619 -0.4817 2.1295
C -1.2479 -1.3100 -0.7067
C -0.3253 0.6920 2.4248
C -0.6732 -0.5188 -2.7196
C -1.7103 -0.5062 -1.8033
C 1.6280 1.3441 1.5327
C -0.0568 -1.8792 -1.0575
H -0.0026 -1.4788 2.2953
H -1.8128 -1.6051 0.1630
H 0.5266 -2.6565 -0.5935
H -1.2113 0.8891 3.0070
H 0.2889 2.6468 2.5852
H 2.4266 1.9976 1.2322
H 2.2927 -0.7372 1.1481
H -2.6728 -0.0474 -1.9360
H 1.0783 -1.6685 -2.8259
H -0.6147 -0.1825 -3.7404
*
```

---

[2]
Computed, not measured: a structure of composition C33H36N6O4SeTi in a non-equilibrium geometry, with ωB97M-V/def2-TZVPD.

Values from the calculation:
Kohn-Sham gap in eV: 7.124
ΔE to the lowest compared entry with this formula, charge and spin in kJ/mol: 0.0

```
! RIJCOSX wB97M-V def2-TZVPD def2/J DEFGRID3
* xyz 2 1
Se -0.3187 -5.6158 -0.9673
Ti -0.0217 -0.4524 -0.7045
O -0.8901 -1.7528 0.2542
O -0.9423 -0.7086 -2.4817
O 0.0125 -2.5336 2.1636
O -0.4143 1.3967 0.2283
N -0.5414 -4.5943 -2.4429
N 2.5205 2.0547 -3.2452
N 1.6295 -0.6655 0.8007
N -2.0459 -5.6653 -0.5824
N 1.5378 0.7172 -1.8430
N 1.2237 -2.0604 -1.5511
C 3.5404 1.4802 -2.4892
C -2.4711 -3.6114 -3.5460
C 2.8248 -0.3575 2.8404
C -0.9460 -2.3210 1.4930
C 1.3271 1.5803 -2.8404
C -4.6932 -3.9924 -2.4775
C 3.0020 -3.6444 -0.8829
C -1.8556 -4.3753 -2.4954
C 3.3658 -2.2383 1.5034
C -2.3098 -2.7309 1.8778
C 0.4753 5.4613 2.6023
C -4.1213 -4.7805 -1.4895
C -1.0713 6.4729 4.3693
C 0.0614 2.0427 -3.4854
C 2.8922 0.6959 -1.6098
C -3.1706 0.2132 -2.1070
C 0.2419 2.3915 0.6079
C 1.8081 -0.0041 1.9231
C -2.1076 2.0141 2.4287
C 3.9082 -4.1266 0.1047
C 0.7676 4.4964 1.6953
C -0.7230 5.3932 3.3462
C -1.7600 -0.1143 -1.7854
C -1.2420 3.2520 2.3975
C 3.6365 -1.3966 2.5898
C 2.3785 -1.7962 0.5676
C -0.1018 3.3751 1.5730
C 2.0676 4.6393 0.8612
C 2.2438 -2.5488 -0.6170
C -2.6990 -4.9138 -1.4298
C 4.0640 -3.4634 1.2839
C -1.6029 4.2721 3.2239
C -3.8069 -3.3934 -3.4518
H 2.9619 -4.1857 -1.7835
H 1.6476 -1.8079 -2.4295
H -0.7505 6.2942 5.3917
H -4.3268 -2.8050 -4.2376
H -1.8402 -3.1414 -4.2880
H -3.4892 1.1578 -1.7379
H 3.2952 0.0611 -0.8278
H 1.1329 0.8016 2.1600
H -0.5237 1.2406 -3.9841
H 1.2082 2.5705 0.1343
H 1.1409 6.3129 2.7017
H -1.4701 1.0966 2.6988
H 4.4870 -1.7191 3.1881
H -2.8920 2.0350 3.1769
H -2.2314 -3.2470 2.8671
H -3.7056 -0.5913 -1.5703
H 1.8959 4.5187 -0.1950
H -2.5139 4.1789 3.8759
H 0.6848 -2.8671 -1.8077
H 4.4926 -5.0146 -0.1233
H -0.6381 7.3599 3.9253
H -3.4600 0.0891 -3.1519
H 2.4284 5.6451 1.0273
H 2.6567 2.6541 -3.9675
H -2.1787 6.6444 4.4308
H -2.6743 -3.4586 1.1324
H -4.7101 -5.2467 -0.7554
H 2.8624 3.9484 1.1400
H -0.5794 2.5390 -2.7608
H 4.5865 1.6842 -2.5269
H 2.9861 0.2311 3.7740
H -5.7378 -3.7902 -2.7126
H 0.3492 2.7013 -4.2709
H 4.8020 -3.7979 2.0173
H -2.5306 1.7510 1.3986
H -3.0384 -1.9341 1.8801
*
```

---

[3]
Computed, not measured: the molecule C5HBr3N2 in a non-equilibrium geometry, with ωB97M-V/def2-TZVPD.

Values from the calculation:
SMILES: N#Cn1c(Br)cc(Br)c1Br
Kohn-Sham gap in eV: 9.124
ΔE to the lowest compared entry with this formula, charge and spin in kJ/mol: 57.6

```
! RIJCOSX wB97M-V def2-TZVPD def2/J DEFGRID3
* xyz 0 1
Br -2.8719 -0.8015 0.0355
Br 2.9023 -0.6296 0.0053
Br 1.5990 2.9475 0.0331
N 0.2280 -3.3109 -0.0674
N -0.1470 -0.8891 0.0330
C -1.2042 -0.0058 -0.0321
C 0.5590 1.3219 0.0573
C -0.8256 1.3043 0.0255
C 1.1298 0.1034 -0.0701
C 0.0563 -2.1694 -0.1237
H -1.4258 2.1292 0.1037
*
```

---

[4]
Computed, not measured: a structure of composition C29H21BrN5NaO2 in a non-equilibrium geometry, with ωB97M-V/def2-TZVPD.

Values from the calculation:
Kohn-Sham gap in eV: 4.697
ΔE to the lowest compared entry with this formula, charge and spin in kJ/mol: 56.9

```
! RIJCOSX wB97M-V def2-TZVPD def2/J DEFGRID3
* xyz 0 1
Br 0.4938 -3.6852 -2.0049
Na -0.2134 -0.3596 -1.1783
O 0.5079 0.7449 6.4960
O -0.5698 2.5928 6.5431
N -2.2409 0.5323 -2.0612
N -0.1266 1.6278 5.9498
N 1.9724 -2.1393 -0.2941
N -0.3598 1.7354 0.3602
N -0.4227 -0.7061 1.5789
C -2.7196 2.1249 -3.7713
C -0.6759 2.8274 2.4829
C -0.4661 1.6779 1.6949
C 0.4867 -1.2313 -5.9031
C -2.0578 0.9760 -3.3155
C -0.2596 0.3254 3.7671
C -3.8037 2.3018 -1.6515
C -0.1715 -0.9605 4.3369
C -0.3648 -1.8897 2.1495
C -0.5258 2.8989 -0.2356
C -1.1416 0.2162 -4.1938
C -0.6768 -0.6564 -6.3984
C 3.6221 -2.8692 1.2885
C 3.4248 -4.1822 0.8641
C 2.5067 -4.4613 -0.1316
C -0.8974 4.0482 1.8155
C -3.0923 1.1802 -1.2671
C -0.8392 4.0806 0.4488
C -1.4833 0.0759 -5.5475
C -0.3308 1.5605 4.5138
C 1.8008 -3.3900 -0.6615
C 0.0269 -0.3554 -3.6631
C -3.5985 2.7889 -2.9368
C 0.8247 -1.0684 -4.5614
C -0.3687 0.3895 2.3553
C 4.5908 -2.5456 2.3901
C -0.2219 -2.0658 3.5250
C 2.8714 -1.8876 0.6578
C -0.5998 2.7393 3.8928
H -3.2123 0.7709 -0.2674
H 5.4994 -3.1383 2.2907
H 4.8588 -1.4898 2.3871
H 1.1259 -1.8119 -6.5620
H 3.9944 -4.9860 1.3159
H -0.9547 -0.7880 -7.4376
H -0.6986 3.6327 4.4931
H -2.5265 2.4916 -4.7696
H -4.4851 2.7870 -0.9649
H 4.1479 -2.7709 3.3630
H 1.7516 -1.5229 -4.2178
H 2.3377 -5.4648 -0.4927
H -4.1248 3.6703 -3.2822
H -1.0149 4.9919 -0.1051
H -0.3971 2.9020 -1.3136
H -1.0981 4.9422 2.3931
H 2.9832 -0.8423 0.9300
H -2.4032 0.5119 -5.9305
H -0.1597 -3.0602 3.9452
H -0.0722 -1.0713 5.4021
H -0.4523 -2.7456 1.4888
*
```

---

[5]
Computed, not measured: a cluster of 3 separate species, C18H21ClNO5P in total in a non-equilibrium geometry, with ωB97M-V/def2-TZVPD.

Values from the calculation:
SMILES: O=C(Cl)C[C@@H]1CNC(=O)[C@@H]1P(=O)(O)O.c1ccccc1.c1ccccc1
Kohn-Sham gap in eV: 9.501

```
! RIJCOSX wB97M-V def2-TZVPD def2/J DEFGRID3
* xyz 0 1
Cl 1.6390 -2.1125 -2.4576
P -3.8102 -2.7171 -2.2012
O -0.3905 -3.2044 -1.3151
O -5.3797 -2.7432 -2.3607
O -3.3060 -2.1893 -0.9275
O -4.8985 -0.0154 -3.1501
O -3.4250 -4.2359 -2.4744
N -2.6386 0.5327 -3.0996
C 2.6096 -0.3514 3.3809
C -1.7028 -1.5065 -3.7760
C 1.5027 4.5256 4.7661
C -0.7656 -2.7346 -3.6252
C 2.2249 -1.2444 1.1826
C 1.7323 -0.7406 2.3779
C 1.1459 5.5809 3.9387
C 1.0832 4.0833 2.0601
C 0.0079 -2.7776 -2.3422
C 4.4713 -0.9797 1.9975
C 3.9787 -0.4717 3.1916
C 1.6525 3.2504 4.2392
C -3.2166 -1.7026 -3.5912
C 0.9350 5.3593 2.5851
C 3.5944 -1.3649 0.9932
C -3.7254 -0.3132 -3.2452
C -1.4297 -0.3201 -2.8548
C 1.4438 3.0268 2.8856
H 2.2251 0.0427 4.3127
H 0.6638 -0.6491 2.5270
H 1.6642 4.6973 5.8225
H -1.4560 -0.6553 -1.8182
H 5.5392 -1.0758 1.8502
H -2.7834 1.1625 -2.3162
H 4.6624 -0.1680 3.9738
H 1.0327 6.5761 4.3487
H -0.0510 -2.6852 -4.4434
H -1.2852 -3.6844 -3.7171
H -0.5375 0.2387 -3.1178
H 0.6551 6.1818 1.9397
H 1.5644 2.0349 2.4738
H 1.5416 -1.5449 0.3997
H -5.7002 -2.0740 -2.9871
H 1.9339 2.4298 4.8863
H 3.9779 -1.7616 0.0616
H -3.7336 -1.9848 -4.5108
H 0.9182 3.9109 1.0043
H -2.5711 -4.4104 -2.0478
H -1.5932 -1.2150 -4.8195
*
```

---

[6]
Computed, not measured: a structure of composition C6H12N2 in a non-equilibrium geometry, with ωB97M-V/def2-TZVPD.

Values from the calculation:
Kohn-Sham gap in eV: 8.512
ΔE to the lowest compared entry with this formula, charge and spin in kJ/mol: 384.5

```
! RIJCOSX wB97M-V def2-TZVPD def2/J DEFGRID3
* xyz 0 1
N -1.2737 -0.8371 -1.0131
N 1.9082 -0.1360 0.3012
C -0.1260 -1.2371 2.1286
C -0.4449 0.1464 -0.0919
C -0.9215 -0.4394 1.1598
C 0.9966 0.2022 -0.5120
C 1.2233 0.8496 -1.8585
C -1.0205 1.3814 0.4089
H 0.6289 0.3649 -2.6310
H 0.1065 -0.6154 3.0049
H -2.0876 1.5233 0.4966
H -0.4585 2.2943 0.2802
H -0.8242 -1.6303 -1.4671
H 2.8394 -0.0213 -0.1003
H 2.2741 0.7811 -2.1361
H 0.8245 -1.5784 1.7322
H -0.6870 -2.1165 2.4574
H 0.9454 1.9028 -1.8310
H -1.9064 -0.3329 -1.6302
H -1.9967 -0.5014 1.3012
*
```

---

[7]
Computed, not measured: a structure of composition C24H16F6FeNO4PS2, with ωB97M-V/def2-TZVPD.

Values from the calculation:
Kohn-Sham gap (alpha / beta) in eV: 8.452 / 6.568

```
! RIJCOSX wB97M-V def2-TZVPD def2/J DEFGRID3
* xyz 1 6
Fe -0.4748 -0.2991 -0.2762
S 0.8988 -3.0769 0.5127
S -0.0877 -1.5168 2.6162
P 0.3331 0.3979 -2.4621
F 0.4154 -5.0486 -1.0699
F -2.1200 -2.9092 3.4462
F 0.6096 -5.6036 1.0172
F -2.4991 -0.7821 3.2693
F -1.1960 -4.6255 0.3190
F -2.3736 -2.0119 1.4806
O 0.0249 -0.3963 1.6433
O 0.1937 -2.1819 -0.4494
O 0.3577 -1.2233 3.9234
O 2.2954 -3.1952 0.2981
N 0.4682 -2.8414 2.0112
C 3.7057 0.0416 -5.5035
C -3.2552 0.5440 -0.1460
C 2.4087 1.4005 -4.0048
C 3.4185 1.2808 -4.9456
C 1.6865 0.2684 -3.6280
C 1.7868 2.4433 0.7061
C 2.9899 -1.0857 -5.1245
C 0.1188 -4.7146 0.1775
C -3.6297 0.9404 -2.9014
C 0.6611 1.7858 -1.3362
C 0.2751 3.9634 -0.4009
C -2.6977 1.1219 -5.1332
C -3.7781 1.1465 -4.2961
C 0.0178 3.0263 -1.3825
C 1.1535 3.6712 0.6424
C -1.2307 0.7037 -3.2756
C -1.9001 -1.8319 2.7248
C -2.1762 0.4338 -0.9939
C -4.5428 0.8248 -0.6623
C -4.7246 0.9978 -2.0033
C -2.3435 0.6738 -2.3890
C 1.5461 1.4983 -0.2864
C 1.9793 -0.9769 -4.1827
C -1.4013 0.9083 -4.6200
H -5.3839 0.8914 0.0148
H 2.1919 2.3649 -3.5621
H -0.2172 4.9261 -0.4357
H 2.0798 0.5483 -0.2617
H -3.1466 0.4217 0.9257
H -2.8287 1.2816 -6.1946
H -4.7702 1.3251 -4.6923
H 4.4984 -0.0465 -6.2344
H -5.7132 1.1967 -2.3988
H 1.3384 4.4109 1.4098
H 3.9846 2.1538 -5.2410
H 2.4679 2.2171 1.5150
H -0.5487 0.9194 -5.2881
H -0.6907 3.2381 -2.1742
H 3.2243 -2.0499 -5.5545
H 1.4284 -1.8574 -3.8737
*
```

---

[8]
Computed, not measured: the molecule C9H8 in a non-equilibrium geometry, with ωB97M-V/def2-TZVPD.

Values from the calculation:
SMILES: C#CC(=C)C1C=CC=C1
Kohn-Sham gap in eV: 9.308
ΔE to the lowest compared entry with this formula, charge and spin in kJ/mol: 334.9

```
! RIJCOSX wB97M-V def2-TZVPD def2/J DEFGRID3
* xyz 0 1
C -1.9385 -0.4442 0.8003
C -2.1651 -0.4097 -0.6768
C -0.8581 0.3239 1.0511
C -0.2873 0.7767 -0.2008
C 2.2559 1.0179 0.2357
C 1.6415 -2.3712 0.2168
C 1.2809 0.1861 -0.1047
C 1.3537 -1.2284 -0.0369
C -1.1655 0.2705 -1.2060
H -3.0216 -0.8056 -1.0508
H -0.9804 0.6965 -2.2378
H 1.8988 -3.4062 0.2264
H 2.2317 2.1113 -0.0034
H -2.6243 -0.7996 1.4941
H -0.2893 1.8173 -0.3205
H 3.2190 0.5790 0.3400
H -0.3012 0.5977 2.0140
*
```

---

[9]
Computed, not measured: the molecule C14H16N2O3S in a non-equilibrium geometry, with ωB97M-V/def2-TZVPD.

Values from the calculation:
SMILES: COCCSc1ccccc1C(=O)Nc1cc(C)on1
Kohn-Sham gap in eV: 9.324
ΔE to the lowest compared entry with this formula, charge and spin in kJ/mol: 374.2

```
! RIJCOSX wB97M-V def2-TZVPD def2/J DEFGRID3
* xyz 0 1
S -0.4636 -1.4689 1.4864
O 0.2120 -1.9780 -1.6497
O 3.0044 2.2105 -2.0306
O -0.7380 2.8249 0.2172
N 1.7994 2.4668 -1.2703
N 0.5422 0.9734 0.1989
C -0.0044 -1.4585 -2.9759
C -3.0723 1.6809 3.4846
C -2.2604 2.0925 2.4298
C -3.0277 0.3662 3.9147
C -0.5420 1.7306 0.6569
C -0.9876 -2.5145 -1.0868
C -2.1796 -0.5329 3.3064
C -1.3817 -0.1485 2.2042
C 2.6057 0.3984 -0.9067
C 3.4633 0.9471 -1.7848
C -1.3677 1.1910 1.8044
C 1.5843 1.3314 -0.6448
C 4.7292 0.2935 -2.2511
C -1.5352 -1.5896 0.0027
H -1.7198 -0.6247 -0.4429
H 4.8437 0.4195 -3.3248
H -1.7693 -2.6779 -1.8325
H 0.6719 0.0287 0.5908
H -0.8195 -0.7406 -3.0425
H -0.7644 -3.5034 -0.6707
H -2.3276 3.1236 2.1319
H 5.5677 0.7309 -1.7310
H -2.1763 -1.5676 3.6307
H -0.1657 -2.2966 -3.6691
H -3.8002 2.3842 3.9086
H 4.7154 -0.7841 -2.0163
H -2.5149 -1.9105 0.3278
H 2.7177 -0.5570 -0.3892
H -3.7219 0.0714 4.6894
H 0.8830 -0.9122 -3.2655
*
```

---

[10]
Computed, not measured: the molecule C6H9N in a non-equilibrium geometry, with ωB97M-V/def2-TZVPD.

Values from the calculation:
Kohn-Sham gap in eV: 8.806
ΔE to the lowest compared entry with this formula, charge and spin in kJ/mol: 411.7

```
! RIJCOSX wB97M-V def2-TZVPD def2/J DEFGRID3
* xyz 0 1
N 1.5878 -1.3370 -1.7314
C -1.6932 -1.7004 -1.1181
C 0.5719 0.5597 -0.2189
C 1.6547 1.1996 0.6567
C -1.7374 -0.4931 -0.2897
C -0.5833 -0.0361 0.6063
C 1.1492 -0.4874 -1.0788
H 2.4637 1.6107 0.0465
H -2.5513 -0.9499 0.3346
H -2.2269 0.3573 -0.7837
H 0.1598 1.3248 -0.8907
H -0.9253 0.7339 1.3091
H 1.2162 2.0134 1.2428
H 2.0824 0.4659 1.3472
H -0.2069 -0.8791 1.1998
H -0.9613 -2.3825 -0.6317
*
```

---

[11]
Computed, not measured: a cluster of 2 separate species, C27H27N4S in total in a non-equilibrium geometry, with ωB97M-V/def2-TZVPD.

Values from the calculation:
Kohn-Sham gap in eV: 5.070

```
! RIJCOSX wB97M-V def2-TZVPD def2/J DEFGRID3
* xyz 1 1
S -1.4783 1.4876 1.6462
N 1.2526 0.6271 1.5568
N 2.8570 -2.9630 -1.7117
N -4.7066 -1.5444 -1.6956
N 0.6186 2.2732 2.9388
C -0.4078 3.0796 3.4754
C 2.4250 1.0377 2.2303
C 3.2037 -0.7247 -1.6016
C -1.5723 0.3284 -2.4434
C 0.7507 -0.0068 -1.6980
C -5.1951 -2.6292 -2.5498
C 1.6272 -2.3629 -1.6508
C -3.3345 -1.1241 -1.6588
C -2.6733 4.4261 4.2599
C 3.9583 0.4548 -1.5647
C 3.8505 -1.9716 -1.6802
C -0.6342 -0.3085 -1.5936
C -1.1136 -1.3218 -0.7291
C -1.4451 4.7580 4.8123
C -2.7753 3.4261 3.3096
C 5.2443 -2.0431 -1.7266
C 3.0673 -4.3995 -1.8549
C 5.3302 0.3661 -1.6032
C 5.9702 -0.8767 -1.6816
C -5.7367 -0.9075 -0.8766
C 2.0576 2.1851 3.1973
C -0.3058 4.0827 4.4314
C 0.2531 1.3406 1.9665
C -2.8720 -0.0913 -2.4943
C -2.4232 -1.7088 -0.7608
C 1.7827 -0.9754 -1.5864
C -1.6412 2.7563 2.8987
H 2.6200 -4.9258 -1.0157
H 2.5491 3.1299 2.9533
H 2.8456 0.1765 2.7639
H -0.4283 -1.7776 -0.0329
H -3.5533 0.3320 -3.2125
H -2.7787 -2.4891 -0.1103
H 2.5985 -4.7541 -2.7695
H -6.1927 -1.6422 -0.2163
H -3.5554 4.9593 4.5700
H 2.2524 1.9509 4.2467
H -1.3749 5.5523 5.5376
H -5.3086 -0.1129 -0.2699
H 1.0255 0.9703 -2.0554
H 0.6573 4.3169 4.8488
H 7.0475 -0.9207 -1.7080
H 4.1253 -4.6416 -1.8913
H 0.6945 -2.8905 -1.7455
H 3.4634 1.4078 -1.5019
H 5.7252 -3.0005 -1.8096
H -5.9531 -2.2498 -3.2323
H -4.3869 -3.0622 -3.1347
H 3.1632 1.3585 1.4851
H 5.9252 1.2660 -1.5800
H -5.6391 -3.4116 -1.9376
H -1.2246 1.1040 -3.1052
H -3.7235 3.1654 2.8768
H -6.5076 -0.4814 -1.5152
*
```